(1)
ORCA calculation (the ωB97M-V functional and the def2-TZVPD basis) on a single C3H3BrFNO molecule.

The geometry in XYZ format:
```
10
Properties=species:S:1:pos:R:3
Br -2.56088 0.98747 0.42875
F -0.97803 -0.16114 -1.81404
O -0.37676 -2.21524 0.75288
N 1.05283 -0.34078 0.47983
C 0.56065 0.83540 -0.14598
C -0.04511 -1.17217 0.30299
C -0.62362 -0.03896 -0.57516
H 1.16836 0.89523 -1.12850
H 0.12197 1.64987 0.49431
H 1.68060 -0.43968 1.20491
```

Output
SMILES string: O=C1NC[C@]1(F)Br
Energy relative to the best compared isomer or geometry (same formula, charge and spin) in kcal/mol: 21.1
M in g/mol: 167.97
Highest occupied orbital energy in eV: -10.2371
Spin multiplicity: 1
Energy in eV: -79454.9679
Lowest unoccupied orbital energy in eV: -1.2


(2)
ORCA calculation (the ωB97M-V functional and the def2-TZVPD basis) on a single C3H3BrO molecule.

The geometry in XYZ format:
```
8
Properties=species:S:1:pos:R:3
Br 2.71069 0.60545 -0.15548
O 1.00458 -1.72593 0.23974
C -1.28870 -0.04347 -0.18883
C -0.10381 0.41241 0.26507
C 1.08192 -0.33004 0.23233
H 0.02306 1.42442 0.37897
H -1.50730 -1.07382 -0.26000
H -1.92042 0.73098 -0.51179
```

Output
SMILES string: C=CC(=O)Br
Energy relative to the best compared isomer or geometry (same formula, charge and spin) in kcal/mol: 32.0
M in g/mol: 134.96
Highest occupied orbital energy in eV: -10.2880
Spin multiplicity: 1
Energy in eV: -75247.1432
Lowest unoccupied orbital energy in eV: -1.0